# 1
An isolated molecule of C4H6N2O in a non-equilibrium geometry. Source: OMol25; level of theory: ωB97M-V/def2-TZVPD.

The geometry in XYZ format:
```
13
Properties=species:S:1:pos:R:3:forces:R:3:mulliken_charge:R:1
C -2.099 -0.021 0.138 -0.6 0.3 -0.2 -1.073
C -0.749 0.149 -0.440 -1.2 0.5 -1.0 0.742
N -0.406 -0.550 -1.473 -0.5 -0.3 1.1 -0.505
O 0.962 -0.573 -1.469 1.6 0.9 3.3 -0.242
C 1.295 0.139 -0.067 0.5 -0.5 -2.5 0.410
N 2.332 -0.494 0.497 0.3 0.3 -0.7 -0.401
C 0.278 0.973 0.200 0.1 -0.8 -0.2 -0.667
H -2.543 -0.929 -0.274 -0.1 0.2 0.0 0.354
H -2.071 -0.115 1.232 0.1 0.1 -0.3 0.308
H -2.685 0.850 -0.129 -0.6 0.1 0.2 0.272
H 2.800 -0.291 1.371 -0.5 0.3 -0.3 0.201
H 2.754 -1.137 -0.145 0.5 -0.2 0.1 0.238
H 0.133 1.998 0.559 0.2 -1.0 0.6 0.361
```
Forces are in eV/Å.

E_HOMO (eV): -8.05
Multiplicity: 1
HOMO-LUMO gap (eV): 8.834
Energy above the lowest of the compared OMol25 structures with the same formula, charge and spin (kcal/mol): 98.7
SMILES: Cc1cc(N)on1

---

# 2
A cluster of 5 separate species, C3H18NO4 in total in a non-equilibrium geometry. Source: OMol25; level of theory: ωB97M-V/def2-TZVPD.

The geometry in XYZ format:
```
26
Properties=species:S:1:pos:R:3:forces:R:3:mulliken_charge:R:1
C 1.015 0.426 2.025 -1.8 1.2 0.6 -1.364
C 0.823 -0.476 0.841 0.7 -0.3 -0.9 0.595
C 0.014 -1.681 1.144 -0.7 -1.4 0.6 -1.371
N 0.195 0.294 -0.342 1.1 0.2 0.6 0.006
H 1.199 1.449 1.707 0.4 0.1 0.0 0.364
H 0.066 0.490 2.613 0.5 -0.1 -0.5 0.283
H 1.743 0.144 2.764 0.6 -0.4 -0.2 0.403
H 1.818 -0.791 0.433 -0.8 0.3 0.2 0.248
H -0.937 -1.504 1.669 0.1 0.4 -0.5 0.302
H 0.515 -2.361 1.835 0.4 0.2 0.0 0.435
H -0.172 -2.278 0.258 -0.2 0.0 -0.2 0.301
H 0.856 1.079 -0.471 -0.4 0.1 -0.5 0.418
H 0.172 -0.278 -1.200 0.1 -0.2 0.3 0.305
H -0.737 0.686 -0.201 -0.2 -0.1 0.5 0.170
H 0.797 -2.444 -2.525 0.0 0.0 0.1 0.312
H 0.905 -1.115 -3.244 0.1 0.0 -0.2 0.312
O 1.089 -1.535 -2.397 -0.2 0.1 0.0 -0.661
H -3.038 2.136 0.032 -0.1 0.1 0.2 0.290
H -2.693 1.561 1.451 -0.1 0.2 -0.5 0.284
O -2.457 1.537 0.509 0.3 -0.4 0.3 -0.608
H -2.749 -1.702 -1.716 0.0 0.0 0.0 0.298
H -2.782 -0.610 -0.640 0.2 -0.1 -0.3 0.303
O -2.209 -1.013 -1.314 -0.2 0.1 0.3 -0.577
H 2.871 2.238 -1.140 0.0 0.3 -0.1 0.278
H 1.747 3.328 -1.158 0.2 0.3 -0.1 0.275
O 1.949 2.422 -0.935 -0.1 -0.6 0.2 -0.600
```
Forces are in eV/Å.

E_HOMO (eV): -14.95
Multiplicity: 1
HOMO-LUMO gap (eV): 12.310
Total charge: +1
Energy above the lowest of the compared OMol25 structures with the same formula, charge and spin (kcal/mol): 4.4

---

Number 1: lowest unoccupied orbital energy 0.78 eV, E -340.63769 Eh. Number 2: lowest unoccupied orbital energy -2.64 eV, E -480.61675 Eh.